{"formula": "C23H41N2OP3Sc", "method": "ωB97M-V/def2-TZVPD", "gap_ev": 4.88, "lumo_ev": -11.27, "energy_ha": -2869.55876, "homo_energy_ev": -16.1, "total_charge": 3, "species": ["Sc", "P", "P", "P", "H", "C", "C", "H", "C", "C", "C", "C", "C", "C", "C", "C", "C", "H", "H", "H", "H", "H", "H", "H", "H", "H", "H", "H", "H", "H", "H", "H", "H", "H", "H", "H", "H", "H", "H", "H", "H", "H", "H", "H", "H", "H", "C", "C", "C", "C", "C", "C", "O", "H", "H", "H", "H", "H", "H", "N", "C", "C", "C", "C", "C", "N", "C", "H", "H", "H", "H"], "xyz": [[0.003513, 0.284577, 0.436856], [0.332424, -2.228684, -0.454465], [2.678527, -0.091762, 1.161968], [-2.588762, 0.243559, -0.187578], [1.746562, 2.251150, -0.538455], [0.706669, 2.432471, -0.221268], [0.330071, 2.618184, 1.101961], [1.037587, 2.641500, 1.936997], [1.025133, -2.325496, -2.163244], [1.377343, -3.458598, 0.425687], [-1.214541, -3.214884, -0.535271], [3.457505, 1.396636, 1.937017], [3.213491, -1.343350, 2.415906], [3.889762, -0.399770, -0.181067], [-3.246771, 1.793379, 0.571379], [-3.835439, -0.981653, 0.429816], [-3.207578, 0.384220, -1.908465], [0.010009, 2.700681, -1.026154], [-0.683158, 2.943815, 1.370061], [1.309063, -3.365909, -2.386201], [1.910570, -1.676150, -2.228355], [0.308978, -1.982344, -2.926998], [1.190477, -4.465019, 0.013682], [1.086183, -3.495698, 1.485615], [2.447258, -3.229727, 0.311922], [-1.006059, -4.243446, -0.867584], [-1.946564, -2.755494, -1.217210], [-1.626632, -3.288846, 0.482703], [4.547497, 1.355724, 1.789908], [3.254779, 1.451009, 3.016459], [3.065292, 2.307131, 1.467451], [4.309455, -1.364289, 2.485646], [2.843954, -2.337490, 2.149389], [2.813195, -1.098340, 3.405907], [4.896451, -0.188779, 0.202859], [3.680197, 0.269621, -1.027119], [3.838351, -1.437172, -0.535154], [-4.201189, 2.088305, 0.101015], [-2.516887, 2.608207, 0.442381], [-3.399280, 1.641228, 1.653484], [-4.813315, -0.803995, -0.045614], [-3.952204, -0.894044, 1.517796], [-3.496301, -1.999819, 0.189396], [-4.270888, 0.664348, -1.871510], [-3.122821, -0.580496, -2.432436], [-2.632234, 1.138308, -2.465994], [-0.141599, 1.413816, -3.711597], [0.577123, 0.713005, -4.695983], [0.215619, 0.896995, -6.035635], [-0.792855, 1.829770, -6.364430], [-1.387664, 2.620985, -5.365505], [-1.044866, 2.441703, -4.020196], [-0.110385, 0.968783, -2.390143], [0.777012, 0.608551, -2.150888], [1.392448, 0.039292, -4.426916], [0.698671, 0.293364, -6.798817], [-1.079603, 1.943412, -7.421916], [-2.101846, 3.409988, -5.627611], [-1.416338, 3.112372, -3.247392], [2.406262, 0.140614, 6.713513], [1.465979, 0.169661, 6.017164], [0.335185, 0.131208, 5.111473], [-0.973226, -0.144868, 5.534983], [-1.969076, -0.259977, 4.573884], [-1.622341, -0.152768, 3.221551], [-0.357001, 0.086085, 2.789121], [0.592732, 0.253549, 3.748359], [-1.178335, -0.307725, 6.592845], [-3.022017, -0.427902, 4.837756], [-2.401200, -0.247766, 2.453003], [1.587631, 0.505039, 3.380282]], "forces_ev_per_a": [[-0.276, -1.933, 1.254], [0.049, -1.587, -0.911], [1.561, -0.204, 0.673], [-2.325, 0.075, -0.344], [-0.343, 0.002, 0.358], [-0.423, 2.360, 2.056], [0.981, 1.228, -1.921], [-0.119, -0.474, -0.308], [-0.138, 0.351, -0.040], [0.088, 0.088, 0.273], [-0.231, 0.210, 0.071], [-0.340, 0.328, -0.162], [-0.494, -0.230, -0.044], [-0.367, 0.034, -0.365], [0.361, 0.189, 0.198], [0.482, -0.291, 0.263], [0.577, 0.054, -0.385], [0.180, -0.366, 0.432], [0.274, -0.199, -0.262], [-0.060, 0.358, 0.122], [-0.076, -0.312, -0.041], [0.125, -0.104, 0.346], [0.021, 0.490, -0.058], [0.254, 0.036, -0.243], [-0.394, -0.118, 0.131], [0.078, 0.408, -0.038], [0.217, -0.201, 0.266], [-0.015, 0.058, -0.321], [-0.397, -0.005, 0.076], [0.122, -0.007, -0.326], [0.376, -0.052, 0.129], [-0.264, 0.109, -0.159], [0.256, 0.229, 0.151], [0.183, -0.083, -0.212], [-0.264, -0.135, -0.148], [0.219, -0.152, 0.110], [0.041, 0.244, 0.075], [0.418, -0.195, 0.210], [-0.463, -0.091, -0.042], [-0.010, 0.146, -0.420], [0.442, 0.078, 0.127], [-0.113, -0.148, -0.323], [-0.312, 0.346, 0.130], [0.368, -0.053, 0.082], [0.051, 0.306, 0.167], [-0.322, -0.297, 0.108], [-0.164, 0.071, -1.564], [-0.708, 0.395, 0.079], [-0.438, 0.634, 0.463], [0.175, -0.222, 0.023], [0.396, 0.013, -0.286], [0.573, -0.644, -0.285], [1.179, -0.750, 2.003], [-0.524, 0.305, -1.163], [-0.341, -0.052, -0.013], [-0.045, 0.269, 0.037], [0.112, 0.024, 0.705], [0.326, -0.396, 0.032], [-0.207, -0.308, -0.085], [-2.102, 0.118, -1.633], [1.632, -0.007, 1.330], [0.230, -0.271, -0.227], [0.142, -0.164, 0.046], [-0.147, 0.090, -0.625], [-0.134, 0.038, 0.260], [-0.309, 0.238, 0.066], [-0.293, 0.106, -0.547], [-0.015, 0.181, -0.226], [0.610, 0.002, -0.042], [0.547, -0.037, 0.487], [-0.476, -0.124, 0.428]], "lowdin_charge": [0.759, 0.757, 0.777, 0.774, 0.095, -0.107, -0.048, 0.079, -0.232, -0.251, -0.253, -0.227, -0.209, -0.238, -0.228, -0.221, -0.221, 0.090, 0.086, 0.081, 0.034, 0.059, 0.081, 0.061, 0.043, 0.079, 0.044, 0.058, 0.079, 0.061, 0.038, 0.088, 0.020, 0.041, 0.072, 0.052, 0.049, 0.083, 0.031, 0.056, 0.083, 0.044, 0.030, 0.077, 0.071, 0.025, -0.308, -0.020, -0.038, -0.040, -0.043, -0.039, -0.128, 0.074, 0.112, 0.122, 0.128, 0.127, 0.117, 0.230, -0.132, -0.155, 0.067, 0.020, -0.101, -0.030, -0.089, 0.156, 0.145, 0.054, 0.050]}